# C4H31N2O9

10 unconnected molecules or ions with the total composition C4H31N2O9 at a distorted geometry (ωB97M-V/def2-TZVPD, OMol25).

Atoms and positions in Å:
C1 -0.57841 -1.52713 -3.51394
C2 -1.06847 -0.93715 -2.12360
C3 -0.43824 -1.84664 -0.91627
C4 0.93607 -1.21905 -0.72274
N1 1.14591 -0.46640 0.50593
N2 -0.87608 0.54472 -1.99083
H1 0.36804 -1.95932 -3.21747
H2 -1.31822 -2.33121 -3.82018
H3 -0.77341 -0.84502 -4.29525
H4 -2.22498 -0.99928 -2.11862
H5 -0.99087 -1.36809 -0.04232
H6 -0.60618 -2.89366 -1.11894
H7 1.21913 -0.57187 -1.59903
H8 1.73239 -2.05558 -0.78674
H9 1.86957 0.25149 0.57073
H10 0.13393 0.00434 0.70501
H11 1.32098 -1.14865 1.23139
H12 -1.59618 0.97507 -1.47536
H13 0.04245 0.92985 -1.92717
H14 1.83916 -3.59549 2.74002
H15 2.84246 -3.64001 1.71307
O1 1.93554 -3.43734 1.79254
H16 3.26999 2.57785 -0.74707
H17 2.09849 2.73036 0.12636
O2 2.77269 2.23738 -0.04832
H18 -3.53143 -1.75811 2.03369
H19 -2.67648 -2.70217 2.30333
O3 -2.65670 -1.75328 2.41639
H20 0.97653 2.70787 1.54801
H21 0.27927 4.22539 1.19695
O4 0.95241 3.58678 1.09146
H22 -4.44993 -1.61628 -0.08255
H23 -3.03734 -0.75038 0.18170
O5 -3.53276 -1.58552 -0.24624
H24 -1.79929 2.37224 0.66114
H25 -0.45459 2.26977 0.07284
O6 -1.13648 1.70898 0.56674
H26 -0.28441 3.90304 -2.24002
H27 1.13047 3.65476 -2.09487
O7 0.32671 3.20326 -2.01452
H28 -0.27348 0.25527 3.20462
H29 -1.26073 -0.94703 2.58841
O8 -0.42463 -0.42802 2.58023
H30 3.28169 1.65678 1.78607
H31 2.88163 1.45107 3.18625
O9 2.63379 1.13639 2.33919

Results
E = -26050.5905 eV
maximum force = 0.169 Eh/bohr
total charge = +1
gap between HOMO and LUMO = 8.63 eV
lowest unoccupied orbital energy = -2.565 eV
molar mass = 251.30 g/mol

=====

# C4H32BO24

17 unconnected molecules or ions with the total composition C4H32BO24 at a distorted geometry (ωB97M-V/def2-TZVPD, OMol25).

Atoms and positions in Å:
O1 0.88385 3.47623 -1.48760
C1 0.97419 2.40135 -0.91102
O2 0.01712 1.59527 -0.40855
B1 0.56228 0.29586 0.11671
O3 1.99550 0.46065 -0.10325
C2 2.25401 1.69339 -0.54307
O4 3.35911 2.27424 -0.58318
O5 -0.05137 -0.84383 -0.63282
C3 -0.77071 -1.59258 0.19232
O6 -1.40602 -2.58240 -0.07833
C4 -0.50519 -1.02380 1.68547
O7 0.27717 0.06765 1.53424
O8 -1.05684 -1.37656 2.75645
O9 -3.44066 -1.56337 -1.96099
H1 -2.97921 -2.26248 -1.49781
H2 -4.09427 -1.25150 -1.33507
O10 -2.27427 3.13316 0.92974
H3 -1.52350 2.54008 0.95846
H4 -2.52183 3.25152 1.84676
O11 4.42842 4.74390 0.21749
H5 4.30750 5.42395 -0.44519
H6 4.42026 3.92377 -0.27602
O12 2.62200 5.27842 -2.60313
H7 2.27744 4.44863 -2.27304
H8 3.47563 5.05356 -2.97325
O13 -0.08639 -4.04490 -3.04927
H9 -0.07303 -3.18946 -2.61998
H10 -0.74754 -3.95847 -3.73603
O14 -1.87787 4.91433 -1.54498
H11 -0.92993 4.78176 -1.53647
H12 -2.13401 4.87472 -0.62354
O15 -4.29098 -2.03656 1.03296
H13 -3.63078 -2.58163 1.46106
H14 -5.11398 -2.27829 1.45779
O16 6.14701 1.23618 -0.54770
H15 5.45355 1.89097 -0.46642
H16 6.35847 1.22518 -1.48118
O17 -2.73132 -3.94483 2.37003
H17 -1.88045 -3.77288 1.96668
H18 -2.88584 -4.87688 2.21624
O18 -2.47230 1.15197 3.47154
H19 -2.90155 1.29737 4.31465
H20 -1.97968 0.33985 3.58993
O19 -0.56022 -5.88457 0.90258
H21 -0.31865 -5.12476 0.37289
H22 -0.38453 -6.63681 0.33733
O20 0.91128 1.22391 4.09427
H23 0.57405 0.63667 3.41777
H24 0.69970 2.10192 3.77714
O21 -3.06734 -4.70094 -1.02776
H25 -2.23987 -4.29668 -0.76678
H26 -2.84179 -5.61314 -1.21007
O22 0.41022 -2.39381 4.67927
H27 0.12648 -3.26234 4.39402
H28 -0.12070 -1.78660 4.16387
O23 3.41828 2.48884 -3.85238
H29 3.62719 1.65392 -3.43346
H30 2.50425 2.39984 -4.12230
O24 0.64686 -0.15523 -3.53123
H31 1.06686 0.66034 -3.80451
H32 0.09368 0.09585 -2.79151

Results
E = -54492.8599 eV
maximum force = 0.091 Eh/bohr
total charge = -1
gap between HOMO and LUMO = 9.69 eV
lowest unoccupied orbital energy = 1.333 eV
molar mass = 475.09 g/mol

=====

# C4H32BO24

17 unconnected molecules or ions with the total composition C4H32BO24 (ωB97M-V/def2-TZVPD, OMol25).

Atoms and positions in Å:
O1 -1.05725 -2.90579 -0.65438
C1 -0.98700 -1.74817 -0.37379
O2 -0.15392 -0.85984 -0.88410
B1 -0.37112 0.47864 -0.30274
O3 -1.53383 0.29267 0.59282
C2 -1.87216 -0.98459 0.64175
O4 -2.73407 -1.46046 1.31969
O5 -0.59669 1.50246 -1.32337
C3 0.29776 2.47084 -1.18357
O6 0.33862 3.51400 -1.75981
C4 1.28496 2.02994 -0.08159
O7 0.83464 0.90386 0.43588
O8 2.26089 2.63091 0.25452
O9 -3.52919 2.42384 -0.96710
H1 -2.68159 1.97161 -0.88641
H2 -3.63828 2.88563 -0.13067
O10 0.92757 -2.79388 2.43261
H3 1.62340 -3.41257 2.67088
H4 0.93377 -2.82769 1.46549
O11 -0.61811 1.11439 3.50535
H5 0.26163 1.32142 3.83142
H6 -0.46897 0.54606 2.74348
O12 3.67257 3.55018 2.83647
H7 3.46802 3.10961 2.00247
H8 3.00724 3.22445 3.44863
O13 0.00635 -6.03696 -0.60770
H9 0.33105 -5.76214 -1.47031
H10 0.05021 -5.23180 -0.07878
O14 2.04559 -3.71021 -0.11629
H11 2.93265 -3.44395 0.14342
H12 1.95775 -3.40841 -1.04218
O15 3.71798 2.02143 -2.21552
H13 4.18840 1.98063 -1.37693
H14 3.70694 1.10761 -2.51774
O16 -4.74556 -0.01203 2.93176
H15 -4.15908 -0.47548 2.31806
H16 -4.16524 0.24582 3.65355
O17 -3.85979 -4.21923 2.74895
H17 -2.99261 -4.24185 3.16463
H18 -3.68574 -3.87149 1.86845
O18 0.05816 5.90385 -0.15711
H19 0.84724 6.08767 0.36122
H20 0.34331 5.24702 -0.80726
O19 1.69358 -2.41061 -2.53728
H21 1.28535 -1.80833 -1.89607
H22 0.96447 -2.66367 -3.11377
O20 -2.43722 -5.15802 -2.25915
H23 -3.20078 -4.57419 -2.22713
H24 -2.01866 -5.07473 -1.39463
O21 3.96231 -0.30519 -0.08920
H25 3.48426 0.08681 0.65114
H26 4.86529 -0.41285 0.22505
O22 -5.73137 -2.22188 -0.00797
H27 -4.91264 -2.06259 0.47296
H28 -6.30945 -1.50514 0.27043
O23 4.78856 4.66509 -0.45973
H29 4.74655 5.25914 -1.21411
H30 4.08358 4.02661 -0.61666
O24 -0.53301 4.91668 -4.19997
H31 0.14088 5.40651 -4.67844
H32 -0.11823 4.67838 -3.35965

Results
E = -54493.8101 eV
maximum force = 0.009 Eh/bohr
total charge = -1
gap between HOMO and LUMO = 10.62 eV
lowest unoccupied orbital energy = 1.736 eV
molar mass = 475.09 g/mol

=====

# C4H32N2O10

11 unconnected molecules or ions with the total composition C4H32N2O10 at a distorted geometry (ωB97M-V/def2-TZVPD, OMol25).

Atoms and positions in Å:
C1 1.68803 -2.20634 -2.28835
N1 1.19917 -1.31281 -1.05389
C2 0.32351 -1.97076 -0.03010
C3 0.34162 -0.23308 -1.65395
C4 0.83208 0.99259 -0.93657
N2 0.11674 2.08987 -1.49300
H1 0.97658 -2.98024 -2.40236
H2 1.85963 -1.57603 -3.15589
H3 2.59909 -2.68579 -1.89974
H4 -0.62476 -2.36572 -0.42909
H5 0.23484 -1.28721 0.85212
H6 0.83905 -2.84978 0.30851
H7 0.69853 -0.17235 -2.71247
H8 -0.69869 -0.64577 -1.56670
H9 0.78899 0.94851 0.13986
H10 1.97934 1.16674 -1.07037
H11 0.52043 2.98788 -1.34644
H12 -0.22641 1.90216 -2.41737
O1 -2.85892 0.18523 -0.56635
H13 -2.84194 0.59729 0.30404
H14 -2.53994 0.85192 -1.17471
O2 -2.60773 -0.20705 2.93801
H15 -1.99392 0.29399 3.45999
H16 -2.61844 0.17537 2.06613
O3 -0.17166 2.06683 4.05472
H17 0.71780 1.98221 3.77873
H18 -0.72811 2.39984 3.37088
O4 -1.72172 1.07560 -3.92657
H19 -2.61088 0.91599 -3.51831
H20 -0.88226 0.90077 -3.68314
O5 -1.95923 2.68111 0.54311
H21 -2.29284 3.38866 -0.00907
H22 -1.20074 2.41858 0.00100
O6 3.32680 -0.52813 1.06948
H23 3.65546 -0.74261 1.91644
H24 2.77069 -1.25075 0.70774
O7 1.65302 1.05603 2.35078
H25 2.18378 0.57035 1.71972
H26 1.19528 0.40517 2.88391
O8 -1.29463 -2.32326 2.00391
H27 -1.21406 -3.00831 2.69448
H28 -1.57061 -1.59876 2.62024
O9 4.27061 1.53507 -1.30272
H29 4.07129 0.64589 -0.98851
H30 3.75350 1.92448 -1.96836
O10 -2.40895 -3.25614 -0.94944
H31 -2.84595 -4.06189 -0.60123
H32 -2.39687 -2.53780 -0.34953

Results
E = -28119.7485 eV
maximum force = 0.130 Eh/bohr
SMILES = CN(C)CCN.O.O.O.O.O.O.O.O.O.O
gap between HOMO and LUMO = 9.03 eV
lowest unoccupied orbital energy = 0.198 eV
molar mass = 268.30 g/mol

=====

# C4H32N2O11S

11 unconnected molecules or ions with the total composition C4H32N2O11S at a distorted geometry (ωB97M-V/def2-TZVPD, OMol25).

Atoms and positions in Å:
N1 0.63796 0.34182 -1.82881
C1 0.15899 -0.64668 -0.87093
C2 -0.87972 -1.65009 -1.31694
S1 0.06315 -3.00232 -2.10904
C3 -0.38710 0.22279 0.27358
N2 -0.36168 -0.47321 1.62102
C4 -0.79918 0.41191 2.66911
O1 -1.84123 1.35823 2.30304
H1 -0.04221 0.79004 -2.44007
H2 1.22541 -0.21311 -2.47558
H3 1.12139 -1.18680 -0.64971
H4 -1.65598 -1.28184 -1.94671
H5 -1.48628 -1.89520 -0.47355
H6 0.81051 -3.53845 -1.12244
H7 0.12909 1.10531 0.65501
H8 -1.45575 0.59864 -0.00085
H9 -0.96839 -1.29148 1.54760
H10 -1.22784 -0.12713 3.55526
H11 -0.00276 1.14344 2.97109
H12 -2.70475 1.02778 2.09790
O2 -3.66788 -0.10045 1.00938
H13 -3.59562 -0.99787 0.71247
H14 -3.70415 0.36387 0.16524
O3 1.82587 2.50765 1.90408
H15 2.58092 2.97090 1.64610
H16 1.58128 2.12950 1.08723
O4 2.68668 -2.02364 -2.06687
H17 3.41867 -1.83251 -1.43746
H18 2.68852 -2.83270 -2.54806
O5 0.85967 3.94991 -0.32545
H19 1.06693 4.01493 0.62490
H20 1.42407 3.21603 -0.65012
O6 4.38717 -0.78896 -0.34242
H21 3.81916 -0.05494 -0.31429
H22 4.42369 -1.11505 0.58295
O7 2.71470 2.07923 -0.80859
H23 2.04872 1.41770 -1.24498
H24 3.27971 2.29263 -1.61496
O8 -1.61742 3.14316 0.19746
H25 -1.58176 2.49305 0.92796
H26 -0.71148 3.33138 -0.10706
O9 -3.32028 -2.73447 0.55518
H27 -3.66426 -3.01626 1.45882
H28 -3.94250 -3.22729 -0.01796
O10 2.58089 -2.09985 2.40324
H29 2.85940 -1.56859 3.13502
H30 2.06507 -1.47237 1.91121
O11 -3.28023 1.44924 -1.45197
H31 -2.85274 2.15289 -0.99136
H32 -3.96709 1.89024 -1.92056

Results
E = -41004.8461 eV
maximum force = 0.059 Eh/bohr
SMILES = N[C@H](CS)CNCO.O.O.O.O.O.O.O.O.O.O
gap between HOMO and LUMO = 8.82 eV
lowest unoccupied orbital energy = 0.062 eV
molar mass = 316.37 g/mol